Record 1
{
  "formula": "C3H9NO",
  "method": "ωB97M-V/def2-TZVPD",
  "orbital_gap_ev": 9.29,
  "lumo_energy_ev": 1.027,
  "smiles": "C=CNC.O",
  "e_tot_ev": -6792.387,
  "max_force_ev_per_a": 3.731,
  "e_homo_ev": -8.26,
  "spin_multiplicity": 1,
  "e_above_lowest_kcal_mol": 61.54,
  "elements": ["C", "C", "N", "C", "H", "H", "H", "H", "H", "H", "H", "O", "H", "H"],
  "coordinates": [[0.227, 0.065, -1.467], [-0.058, -0.024, -0.152], [0.919, -0.390, 0.808], [1.197, 0.612, 1.955], [1.157, -0.415, -1.812], [-0.510, 0.390, -2.131], [-1.062, 0.416, 0.205], [1.786, -0.707, 0.463], [0.410, 1.358, 2.094], [1.421, 0.000, 2.933], [1.964, 1.373, 1.718], [-2.486, -1.045, -1.795], [-2.821, -1.469, -1.057], [-2.143, -0.165, -1.763]]
}

Record 2
{
  "formula": "C2H5NOS",
  "method": "ωB97M-V/def2-TZVPD",
  "orbital_gap_ev": 10.14,
  "lumo_energy_ev": 0.575,
  "smiles": "NCC(=O)S",
  "e_tot_ev": -16527.041,
  "max_force_ev_per_a": 4.530,
  "e_homo_ev": -9.56,
  "spin_multiplicity": 1,
  "e_above_lowest_kcal_mol": 30.91,
  "elements": ["N", "C", "C", "O", "S", "H", "H", "H", "H", "H"],
  "coordinates": [[1.614, 0.048, -0.045], [0.308, -0.468, 0.115], [-0.796, 0.597, 0.120], [-0.383, 1.761, 0.008], [-2.493, 0.153, 0.035], [1.907, 0.583, 0.704], [1.835, 0.543, -0.823], [-0.033, -1.255, -0.599], [0.098, -1.006, 1.127], [-2.056, -0.955, -0.642]]
}

Record 3
{
  "formula": "C21H47NO4P",
  "method": "ωB97M-V/def2-TZVPD",
  "total_charge": 1,
  "orbital_gap_ev": 10.74,
  "lumo_energy_ev": -2.137,
  "smiles": "CCCCCCCCCCCCCCCCO[P@](=O)(O)OCC[N+](C)(C)C",
  "e_tot_ev": -41506.594,
  "max_force_ev_per_a": 1.092,
  "e_homo_ev": -12.87,
  "spin_multiplicity": 1,
  "e_above_lowest_kcal_mol": 0.00,
  "elements": ["C", "C", "C", "C", "C", "C", "C", "C", "C", "C", "C", "C", "C", "C", "C", "C", "O", "P", "O", "O", "O", "C", "C", "N", "C", "C", "C", "H", "H", "H", "H", "H", "H", "H", "H", "H", "H", "H", "H", "H", "H", "H", "H", "H", "H", "H", "H", "H", "H", "H", "H", "H", "H", "H", "H", "H", "H", "H", "H", "H", "H", "H", "H", "H", "H", "H", "H", "H", "H", "H", "H", "H", "H", "H"],
  "coordinates": [[1.646, -5.474, 2.449], [1.116, -4.866, 1.155], [1.984, -3.705, 0.673], [1.477, -3.100, -0.635], [2.394, -2.012, -1.198], [2.358, -0.716, -0.387], [3.332, 0.345, -0.907], [3.013, 0.918, -2.290], [1.776, 1.813, -2.305], [1.534, 2.443, -3.678], [0.423, 3.494, -3.667], [-0.946, 2.909, -3.330], [-2.060, 3.958, -3.328], [-3.316, 3.451, -2.604], [-3.441, 3.923, -1.151], [-2.231, 3.630, -0.272], [-1.939, 2.223, -0.285], [-1.111, 1.630, 0.924], [-1.655, 1.853, 2.265], [0.394, 2.060, 0.778], [-1.061, 0.058, 0.541], [-2.108, -0.751, 1.031], [-1.588, -1.857, 1.953], [-1.099, -1.463, 3.307], [-2.097, -0.654, 4.034], [-0.850, -2.709, 4.059], [0.164, -0.705, 3.221], [1.749, -4.721, 3.230], [0.983, -6.257, 2.808], [2.627, -5.911, 2.282], [0.083, -4.529, 1.296], [1.095, -5.637, 0.384], [2.034, -2.938, 1.452], [3.001, -4.070, 0.520], [0.473, -2.684, -0.496], [1.396, -3.902, -1.371], [3.417, -2.388, -1.235], [2.082, -1.800, -2.221], [2.639, -0.932, 0.646], [1.335, -0.332, -0.378], [3.370, 1.167, -0.187], [4.329, -0.101, -0.942], [2.886, 0.109, -3.010], [3.872, 1.508, -2.617], [1.918, 2.620, -1.577], [0.901, 1.220, -2.028], [2.458, 2.916, -4.014], [1.285, 1.659, -4.397], [0.376, 3.967, -4.650], [0.674, 4.274, -2.942], [-1.192, 2.132, -4.058], [-0.910, 2.435, -2.351], [-2.308, 4.212, -4.359], [-1.708, 4.875, -2.851], [-4.208, 3.797, -3.128], [-3.326, 2.361, -2.628], [-4.320, 3.453, -0.707], [-3.589, 5.004, -1.130], [-1.350, 4.167, -0.633], [-2.427, 3.936, 0.759], [0.786, 1.951, -0.096], [-2.858, -0.132, 1.527], [-2.576, -1.242, 0.171], [-0.764, -2.359, 1.439], [-2.405, -2.569, 2.090], [-1.788, -0.542, 5.071], [-3.070, -1.142, 4.007], [-2.170, 0.341, 3.594], [-0.141, -3.341, 3.526], [-1.777, -3.262, 4.196], [-0.439, -2.476, 5.040], [-0.006, 0.270, 2.772], [0.889, -1.250, 2.620], [0.568, -0.553, 4.220]]
}

Record 4
{
  "formula": "CH8N2Si2",
  "method": "ωB97M-V/def2-TZVPD",
  "orbital_gap_ev": 7.20,
  "lumo_energy_ev": -0.665,
  "e_tot_ev": -19899.471,
  "max_force_ev_per_a": 3.797,
  "e_homo_ev": -7.87,
  "spin_multiplicity": 1,
  "e_above_lowest_kcal_mol": 77.04,
  "elements": ["C", "N", "N", "Si", "Si", "H", "H", "H", "H", "H", "H", "H", "H"],
  "coordinates": [[0.609, 1.545, 1.410], [-0.611, -1.422, -1.204], [0.315, 0.496, 0.492], [-1.865, -0.758, -0.397], [1.177, -0.513, -0.498], [-0.118, 2.376, 1.367], [0.847, 1.282, 2.416], [1.505, 2.083, 1.177], [-0.501, -1.666, -2.254], [-2.982, -0.617, -1.335], [-2.005, -1.120, 0.979], [1.979, -1.875, -0.298], [1.650, 0.189, -1.856]]
}

Record 5
{
  "formula": "C3H9NO",
  "method": "ωB97M-V/def2-TZVPD",
  "orbital_gap_ev": 10.95,
  "lumo_energy_ev": 0.956,
  "smiles": "C=N.CCO",
  "e_tot_ev": -6792.463,
  "max_force_ev_per_a": 1.861,
  "e_homo_ev": -10.00,
  "spin_multiplicity": 1,
  "e_above_lowest_kcal_mol": 59.78,
  "elements": ["C", "N", "H", "H", "H", "C", "C", "O", "H", "H", "H", "H", "H", "H"],
  "coordinates": [[-4.911, -2.546, -1.759], [-5.451, -1.426, -1.465], [-5.525, -3.438, -1.714], [-3.878, -2.552, -2.090], [-4.944, -0.683, -1.949], [3.208, 2.123, 1.994], [2.759, 0.943, 1.117], [3.438, 0.740, -0.134], [4.256, 2.292, 1.730], [2.694, 3.078, 1.904], [3.332, 1.683, 2.983], [1.668, 0.910, 1.025], [3.168, 0.111, 1.704], [3.374, -0.219, -0.295]]
}

Record 6
{
  "formula": "C5H14N2O",
  "method": "ωB97M-V/def2-TZVPD",
  "orbital_gap_ev": 9.18,
  "lumo_energy_ev": 0.973,
  "smiles": "CC(C)N(O)[C@H](C)N",
  "e_tot_ev": -10436.655,
  "max_force_ev_per_a": 4.676,
  "e_homo_ev": -8.20,
  "spin_multiplicity": 1,
  "e_above_lowest_kcal_mol": 100.84,
  "elements": ["C", "C", "C", "N", "O", "C", "C", "N", "H", "H", "H", "H", "H", "H", "H", "H", "H", "H", "H", "H", "H", "H"],
  "coordinates": [[1.562, 1.791, -0.159], [1.107, 0.649, 0.731], [1.996, -0.572, 0.583], [-0.589, 0.395, 0.610], [-0.936, -0.387, 1.768], [-0.858, -0.350, -0.550], [-2.506, 0.181, -0.964], [-0.902, -1.754, -0.338], [1.562, 1.506, -1.217], [2.587, 2.097, 0.092], [0.932, 2.677, -0.033], [1.159, 0.998, 1.768], [1.676, -1.383, 1.242], [2.019, -0.940, -0.447], [3.025, -0.341, 0.895], [-1.768, -0.859, 1.579], [-0.286, -0.058, -1.429], [-3.106, 0.521, -0.118], [-3.039, -0.679, -1.377], [-2.398, 0.950, -1.730], [-0.254, -2.180, 0.309], [-0.984, -2.261, -1.215]]
}

Record 7
{
  "formula": "C17H22NO5PtSi2",
  "method": "ωB97M-V/def2-TZVPD",
  "total_charge": 1,
  "orbital_gap_ev": [4.35, 4.44],
  "lumo_energy_ev": [-7.352, -7.308],
  "e_tot_ev": -48705.563,
  "max_force_ev_per_a": 3.461,
  "e_homo_ev": [-11.70, -11.75],
  "spin_multiplicity": 1,
  "e_above_lowest_kcal_mol": 62.28,
  "elements": ["Pt", "O", "C", "C", "O", "C", "C", "O", "C", "O", "O", "C", "Si", "C", "C", "C", "C", "C", "C", "C", "C", "N", "Si", "C", "C", "C", "H", "H", "H", "H", "H", "H", "H", "H", "H", "H", "H", "H", "H", "H", "H", "H", "H", "H", "H", "H", "H", "H"],
  "coordinates": [[0.881, -0.922, -0.448], [6.149, -0.358, 2.854], [5.193, -0.714, 2.247], [3.850, -1.157, 2.865], [3.671, -1.365, 4.030], [2.912, -1.258, 1.722], [3.622, -1.091, 0.470], [3.037, -1.205, -0.627], [5.027, -0.729, 0.717], [5.902, -0.446, -0.053], [1.681, -1.391, 1.768], [-3.772, -0.026, 1.320], [-1.918, -0.456, 1.315], [-1.017, 0.468, 2.725], [-1.594, -2.328, 1.413], [-0.933, 0.102, -0.234], [-0.400, 1.446, -0.281], [-1.092, 2.654, -0.188], [-0.390, 3.837, -0.332], [0.986, 3.801, -0.539], [1.616, 2.565, -0.598], [0.935, 1.445, -0.474], [-1.078, -0.685, -2.076], [0.156, 0.126, -3.302], [-2.842, -0.122, -2.556], [-0.972, -2.601, -2.157], [-4.198, -0.334, 2.270], [-4.331, -0.536, 0.542], [-3.955, 1.039, 1.220], [-1.546, 0.318, 3.661], [-0.955, 1.537, 2.548], [-0.009, 0.082, 2.847], [-1.515, -2.644, 2.449], [-0.647, -2.587, 0.930], [-2.382, -2.917, 0.959], [-2.160, 2.637, -0.029], [-0.905, 4.784, -0.294], [1.560, 4.707, -0.637], [2.683, 2.484, -0.749], [0.041, 1.204, -3.323], [-0.043, -0.243, -4.304], [1.201, -0.094, -3.081], [-2.959, 0.955, -2.482], [-3.604, -0.586, -1.940], [-3.031, -0.405, -3.585], [-0.067, -3.015, -1.697], [-0.959, -2.906, -3.198], [-1.829, -3.069, -1.688]]
}